{
  "formula": "C26H46BN8NiS4",
  "method": "the ωB97M-V functional and the def2-TZVPD basis",
  "species": ["Ni", "C", "C", "C", "C", "N", "C", "C", "N", "B", "N", "C", "C", "N", "C", "S", "C", "C", "C", "C", "N", "C", "C", "N", "C", "S", "C", "C", "C", "C", "C", "S", "H", "H", "H", "H", "H", "H", "H", "H", "H", "H", "H", "H", "H", "H", "H", "H", "H", "H", "H", "H", "H", "H", "H", "H", "H", "H", "H", "H", "H", "H", "H", "H", "H", "H", "C", "N", "C", "C", "S", "N", "C", "C", "H", "H", "H", "H", "H", "H", "H", "H", "H", "H", "H", "H"],
  "coordinates": [[0.193, 1.114, -0.047], [5.805, -2.530, -1.232], [4.819, -1.584, -1.924], [4.840, -1.801, -3.442], [5.246, -0.148, -1.643], [3.443, -1.936, -1.447], [2.972, -3.220, -1.687], [1.704, -3.286, -1.259], [1.369, -2.054, -0.736], [0.053, -1.539, -0.147], [-1.238, -1.956, -0.849], [-1.655, -3.196, -1.287], [-2.888, -3.061, -1.793], [-3.259, -1.728, -1.671], [-2.225, -1.052, -1.099], [-2.150, 0.619, -0.738], [-4.592, -1.300, -2.200], [-4.526, -1.385, -3.728], [-5.648, -2.263, -1.647], [-5.001, 0.114, -1.797], [-0.027, -1.816, 1.366], [-0.051, -3.101, 1.873], [-0.111, -3.018, 3.207], [-0.120, -1.675, 3.556], [-0.074, -0.939, 2.404], [-0.119, 0.755, 2.232], [-0.159, -1.330, 5.016], [1.058, -1.995, 5.667], [-1.460, -1.909, 5.578], [-0.114, 0.157, 5.341], [2.442, -1.227, -0.855], [2.508, 0.372, -0.240], [6.818, -2.262, -1.530], [5.640, -3.571, -1.509], [5.729, -2.439, -0.148], [5.810, -1.501, -3.837], [4.070, -1.193, -3.920], [4.678, -2.845, -3.709], [6.241, -0.016, -2.068], [5.301, 0.059, -0.577], [4.579, 0.570, -2.110], [3.581, -3.977, -2.144], [1.031, -4.122, -1.277], [0.101, -0.371, -0.393], [-1.060, -4.085, -1.190], [-3.528, -3.798, -2.240], [-4.351, -2.406, -4.067], [-3.726, -0.747, -4.106], [-5.470, -1.042, -4.151], [-5.529, -3.280, -2.020], [-6.634, -1.917, -1.955], [-5.615, -2.283, -0.557], [-4.355, 0.866, -2.239], [-5.003, 0.241, -0.715], [-6.014, 0.275, -2.163], [-0.025, -3.970, 1.237], [-0.148, -3.807, 3.935], [1.034, -3.080, 5.572], [1.083, -1.753, 6.729], [1.978, -1.627, 5.210], [-1.500, -2.995, 5.482], [-2.318, -1.484, 5.057], [-1.546, -1.664, 6.637], [0.791, 0.627, 4.967], [-0.127, 0.252, 6.428], [-0.976, 0.685, 4.943], [0.411, 6.713, -1.754], [-0.275, 5.424, -1.734], [-0.677, 4.975, -3.062], [0.043, 4.510, -0.771], [0.501, 2.949, -1.257], [0.014, 4.930, 0.500], [-0.706, 6.130, 0.901], [0.505, 4.128, 1.609], [1.244, 6.676, -2.462], [0.812, 6.963, -0.777], [-0.277, 7.497, -2.071], [-1.227, 5.788, -3.537], [-1.325, 4.107, -2.985], [0.179, 4.713, -3.690], [-1.357, 6.470, 0.101], [-0.021, 6.934, 1.176], [-1.317, 5.894, 1.773], [1.302, 3.469, 1.285], [-0.299, 3.521, 2.033], [0.894, 4.791, 2.382]],
  "relative_energy_kcal_mol": 11.2,
  "e_homo_ha": [-0.35600, -0.35593],
  "homo_lumo_gap_ev": [6.498, 6.459],
  "total_charge": 1
}